Arrangement i

{
  "formula": "C3H9ClN3",
  "method": "ωB97M-V/def2-TZVPD",
  "molar_mass_g_mol": 122.579,
  "homo_energy_ev": -14.35,
  "homo_lumo_gap_ha": 0.40388,
  "charge": 1,
  "symbols": ["C", "C", "C", "N", "N", "N", "Cl", "H", "H", "H", "H", "H", "H", "H", "H", "H"],
  "xyz": [[-1.148, -2.129, 0.950], [0.518, 1.243, 0.571], [-0.096, 1.036, -0.766], [0.050, -1.795, 1.185], [-0.112, 1.818, -1.860], [1.136, 0.164, -0.141], [-2.090, -3.488, 1.636], [-0.227, 1.117, 1.339], [1.174, 2.216, 0.623], [-1.035, 0.331, -0.807], [0.377, -2.046, 2.173], [-0.311, 1.294, -2.761], [0.366, 2.651, -2.022], [2.034, 0.181, -0.570], [1.045, -0.817, 0.375], [-1.681, -1.773, 0.074]]
}

***

Arrangement ii

{
  "formula": "C3H9ClN3",
  "method": "ωB97M-V/def2-TZVPD",
  "molar_mass_g_mol": 122.579,
  "homo_energy_ev": -14.97,
  "homo_lumo_gap_ha": 0.42706,
  "charge": 1,
  "smiles": "C[C@H](Cl)[NH+]=C(N)N",
  "symbols": ["C", "C", "Cl", "N", "C", "N", "N", "H", "H", "H", "H", "H", "H", "H", "H", "H"],
  "xyz": [[0.818, -1.990, 1.384], [-0.295, -1.284, 0.633], [-1.099, -2.190, -0.681], [0.544, 0.101, -0.229], [-0.168, 1.157, -0.614], [0.506, 2.171, -1.177], [-1.504, 1.246, -0.853], [1.488, -2.295, 0.636], [0.466, -2.855, 1.940], [1.458, -1.255, 1.879], [-1.093, -0.662, 1.064], [1.501, 0.326, 0.205], [-0.030, 2.876, -1.621], [1.502, 2.365, -1.218], [-2.051, 1.883, -0.282], [-2.044, 0.405, -1.067]]
}

***

List of relative energies, unit hartree: arrangement i 0.0607; arrangement ii 0.0000

***

Arrangement i

{
  "formula": "CH3NOS2",
  "method": "ωB97M-V/def2-TZVPD",
  "molar_mass_g_mol": 109.175,
  "homo_energy_ev": -8.70,
  "homo_lumo_gap_ha": 0.32343,
  "symbols": ["C", "N", "O", "S", "S", "H", "H", "H"],
  "xyz": [[0.798, -0.180, -0.133], [-0.108, -1.047, 0.083], [-1.116, 1.852, -0.297], [2.351, -0.609, -0.262], [0.572, 1.530, -0.169], [0.208, -1.987, 0.212], [-1.154, -1.062, 0.035], [-1.552, 1.504, 0.530]]
}

***

Arrangement ii

{
  "formula": "CH3NOS2",
  "method": "ωB97M-V/def2-TZVPD",
  "molar_mass_g_mol": 109.175,
  "homo_energy_ev": -9.84,
  "homo_lumo_gap_ha": 0.35217,
  "smiles": "C=N[S@@H](=O)=S",
  "symbols": ["C", "N", "S", "O", "S", "H", "H", "H"],
  "xyz": [[-1.409, -0.084, 0.513], [-0.269, -0.185, 0.890], [1.110, 0.001, -0.225], [1.411, 1.375, -0.050], [2.681, -1.179, -0.429], [-2.200, -0.083, 1.275], [-1.604, 0.101, -0.510], [0.280, 0.054, -1.464]]
}

***

List of relative energies, unit hartree: arrangement i 0.0000; arrangement ii 0.0910